# C3H4OS

C3H4OS in the gas phase (wB97M-V/def2-TZVPD, the Open Molecules 2025 dataset).

XYZ file:
```
9
C3H4OS (wB97M-V/def2-TZVPD)
C 0.1114 2.2367 0.1277
C -0.3126 1.1198 -0.1443
C 0.5402 -1.2203 -0.2108
O -1.9399 -0.7840 0.6703
S -1.0862 -0.3888 -0.4374
H 0.4376 3.2156 0.2211
H 1.0228 -1.5188 -1.0731
H 0.0030 -2.0034 0.3591
H 1.2238 -0.6569 0.4875
```

Summary:
- electronic energy (a.u.) = -590.0004
- LUMO level (eV) = 0.771
- total charge = 0

---

# C3H4OS

2 unconnected molecules or ions with the total composition C3H4OS (wB97M-V/def2-TZVPD, the Open Molecules 2025 dataset).

XYZ file:
```
9
C3H4OS (wB97M-V/def2-TZVPD)
C 0.2478 -0.3476 -2.1983
C 0.4763 0.7065 -1.5699
C 0.3552 0.5488 1.8719
O -1.8471 -0.6635 1.4487
S -0.7738 -0.4528 2.4778
H 0.7356 -1.1771 -2.7451
H -0.6763 -0.0461 -2.5548
H 1.2462 0.6291 2.3444
H 0.2360 0.8027 0.9253
```

Summary:
- electronic energy (a.u.) = -589.9119
- LUMO level (eV) = -0.217
- total charge = 0

---

# C3H4OS2

C3H4OS2 in the gas phase (wB97M-V/def2-TZVPD, the Open Molecules 2025 dataset).

XYZ file:
```
10
C3H4OS2 (wB97M-V/def2-TZVPD)
O -1.2725 -1.6094 -0.2933
C -0.6426 -0.4291 -0.7278
C 0.4002 0.0017 0.2881
S -0.0358 1.3201 1.4873
C 1.2483 1.2169 0.3912
S 2.6807 1.9347 0.1754
H -1.7885 -1.5825 0.5710
H -1.5178 0.3298 -0.8260
H -0.0751 -0.4456 -1.7585
H 1.0030 -0.7366 0.6927
```

Summary:
- SMILES string = OC[C@@H]1SC1=S
- electronic energy (a.u.) = -988.2403
- LUMO level (eV) = -0.432
- total charge = 0

---

# C3H4OS2

C3H4OS2 in the gas phase (wB97M-V/def2-TZVPD, the Open Molecules 2025 dataset).

XYZ file:
```
10
C3H4OS2 (wB97M-V/def2-TZVPD)
O -2.9269 -0.0853 0.0249
C -1.7211 -0.1439 -0.0299
S -0.6504 -1.5234 -0.2012
C 0.7782 -0.6003 0.3709
C 0.7621 0.7022 -0.3632
S -0.8009 1.4510 -0.0137
H 1.6904 -1.1955 0.2539
H 0.5848 -0.4796 1.3911
H 1.4984 1.3982 0.0236
H 0.7853 0.4765 -1.4563
```

Summary:
- SMILES string = O=C1SCCS1
- electronic energy (a.u.) = -988.3277
- LUMO level (eV) = 0.437
- total charge = 0

---

# C3H4OS2

C3H4OS2 in the gas phase (wB97M-V/def2-TZVPD, the Open Molecules 2025 dataset).

XYZ file:
```
10
C3H4OS2 (wB97M-V/def2-TZVPD)
O -1.6381 1.6737 -0.6510
C -0.7680 0.9727 -0.2725
C 0.4069 0.5146 -1.0587
S 0.6955 -1.2252 -0.6281
C 0.1192 -1.0957 1.0679
S -0.5228 0.5253 1.3907
H 1.3489 1.0978 -0.8150
H 0.0546 0.6798 -2.0712
H 0.9786 -1.3395 1.7690
H -0.6748 -1.8034 1.2690
```

Summary:
- SMILES string = O=C1CSCS1
- electronic energy (a.u.) = -988.3106
- LUMO level (eV) = 0.357
- total charge = 0

---

# C3H4OS2

2 unconnected molecules or ions with the total composition C3H4OS2 (wB97M-V/def2-TZVPD, the Open Molecules 2025 dataset).

XYZ file:
```
10
C3H4OS2 (wB97M-V/def2-TZVPD)
C -1.4316 0.0912 0.4034
C 1.2347 1.1283 -0.4418
C -0.3366 -0.4811 -0.4491
O -2.1593 1.0043 0.0581
S 2.5945 0.7338 0.1100
S 0.6912 -1.7149 0.0748
H -1.3076 -0.3186 1.3993
H 0.9115 1.9332 -1.0291
H -0.4689 -0.3837 -1.4648
H 0.2722 -1.9924 1.3392
```

Summary:
- electronic energy (a.u.) = -988.1896
- LUMO level (alpha / beta) (eV) = -0.472 / -0.472
- total charge = 0

---

# C3H4OS3

C3H4OS3 in the gas phase (wB97M-V/def2-TZVPD, the Open Molecules 2025 dataset).

XYZ file:
```
11
C3H4OS3 (wB97M-V/def2-TZVPD)
O -1.1336 -1.3923 -1.1401
C -1.2699 -0.4619 -0.3660
S -2.7467 -0.1833 0.6682
C -0.1067 0.5117 -0.3994
S -0.0065 2.2328 -0.1128
C 1.1656 -0.1934 -0.5832
S 1.5490 -1.0653 0.9564
H -2.5577 1.0665 1.1629
H 1.9701 0.4324 -0.7591
H 1.1982 -0.9836 -1.2957
H 1.9382 0.0363 1.8689
```

Summary:
- SMILES string = O=C(S)C(=S)CS
- electronic energy (a.u.) = -1386.4513
- LUMO level (eV) = -1.753
- total charge = 0

---

# C3H4P2

C3H4P2 in the gas phase (wB97M-V/def2-TZVPD, the Open Molecules 2025 dataset).

XYZ file:
```
9
C3H4P2 (wB97M-V/def2-TZVPD)
C 0.5710 1.8182 -0.2532
C 1.1374 0.6728 -0.3103
C -1.1936 -0.9348 0.2654
P -2.1734 0.4167 -0.0097
P 0.4325 -1.2513 -0.4266
H -0.2406 2.4179 -0.2313
H 2.1595 0.6144 -0.5352
H -1.6316 -1.8318 0.7633
H 0.9387 -1.9220 0.7376
```

Summary:
- electronic energy (a.u.) = -799.2059
- LUMO level (alpha / beta) (eV) = -0.899 / -0.813
- total charge = 0

---

Calculated values (eV) of ΔE to the lowest compared entry with this formula, charge and spin for the records, taken in order: 3.382 5.790 2.502 0.122 0.589 3.880 1.459 3.725.